Run one
The following is a quantum chemistry calculation of a structure of composition C6H11NO2, from the OMol25 dataset.

The geometry in XYZ format:
```
20
Properties=species:S:1:pos:R:3:lowdin_charge:R:1
C 0.834 -0.043 0.767 -0.367
C -0.193 -0.784 0.253 -0.227
C -0.428 0.009 1.542 0.022
C -0.947 -1.441 -0.837 -0.017
C -0.847 2.031 -0.865 -0.061
C 0.376 1.176 -0.776 -0.254
O 2.171 -0.099 0.878 0.086
O 0.469 -2.292 1.311 -0.224
N 1.369 1.333 -1.529 0.138
H 2.414 -0.025 1.813 0.138
H 1.044 -2.822 0.740 0.007
H 2.159 0.725 -1.294 0.060
H -0.480 -0.588 2.445 0.110
H -1.034 0.907 1.536 0.089
H -0.263 -1.785 -1.614 0.097
H -1.470 -2.301 -0.421 0.096
H -1.691 -0.772 -1.276 0.078
H -1.725 1.435 -1.122 0.071
H -1.040 2.538 0.082 0.076
H -0.717 2.797 -1.633 0.084
```

Its multiplicity is 1. The value obtained for the HOMO energy is -0.2934 Ha. Its HOMO-LUMO gap is 8.56 eV.

Run two
The following is a quantum chemistry calculation of a cluster of 2 separate species, C6H11NO2 in total, from the OMol25 dataset.

The geometry in XYZ format:
```
20
Properties=species:S:1:pos:R:3:lowdin_charge:R:1
C 2.291 0.887 0.534 -0.280
O 1.946 -0.011 -0.448 -0.133
C 1.036 1.491 1.280 -0.081
C 0.254 2.107 1.951 0.094
H 1.089 -0.569 -0.148 0.088
H 2.908 0.435 1.324 0.108
H 2.819 1.732 0.090 0.111
H -0.524 2.559 2.497 0.028
C -0.508 -2.111 -1.023 -0.084
C -1.392 0.726 -0.982 0.001
N -0.504 -1.265 0.161 -0.046
C -1.303 -0.110 0.269 -0.548
O -1.911 0.103 1.290 0.067
H -0.489 -1.783 1.037 0.147
H -0.138 -1.532 -1.871 0.086
H 0.174 -2.944 -0.856 0.091
H -1.506 -2.504 -1.264 0.093
H -1.915 1.649 -0.745 0.090
H -0.387 0.955 -1.341 0.082
H -1.939 0.185 -1.755 0.086
```

Its multiplicity is 1. The value obtained for the HOMO energy is -0.3583 Ha. Its HOMO-LUMO gap is 10.55 eV.

Run three
The following is a quantum chemistry calculation of the molecule C6H11NO2, from the OMol25 dataset.

The geometry in XYZ format:
```
20
Properties=species:S:1:pos:R:3:lowdin_charge:R:1
C 1.034 0.474 0.300 -0.647
C -1.462 0.353 -1.590 -0.024
C -1.327 0.657 -0.128 -0.411
N 1.905 1.003 1.321 0.113
C 0.801 -0.996 0.576 -0.094
C -2.299 0.422 0.764 0.075
C 0.973 -2.012 -0.285 0.048
O -0.162 1.258 0.306 0.000
O 1.738 0.654 -0.897 0.028
H 2.291 1.416 -0.658 0.107
H 1.335 1.084 2.160 0.095
H 2.620 0.308 1.514 0.098
H 0.411 -1.229 1.563 0.113
H -0.541 -0.054 -2.016 0.071
H -2.250 -0.387 -1.769 0.086
H -1.718 1.262 -2.142 0.089
H -3.238 -0.036 0.478 0.063
H -2.160 0.688 1.807 0.066
H 0.735 -3.032 -0.004 0.059
H 1.314 -1.834 -1.302 0.066
```

Its multiplicity is 1. The value obtained for the HOMO energy is -0.3370 Ha. Its HOMO-LUMO gap is 10.08 eV.

Which structure wins on stability? run three wins.

Run one
The following is a quantum chemistry calculation of the molecule C6H11NO2, from the OMol25 dataset.

The geometry in XYZ format:
```
20
Properties=species:S:1:pos:R:3:lowdin_charge:R:1
C -0.161 -0.297 0.404 -0.465
C 0.331 -1.449 -0.478 -0.079
C -1.698 -0.299 0.386 -0.060
C 0.325 -0.607 1.835 -0.076
N 0.102 1.738 -1.105 0.119
C 0.253 1.311 0.158 -0.418
C 1.031 1.112 -1.963 -0.256
O 0.531 2.061 1.075 0.092
O 0.815 0.207 -2.750 0.080
H 0.223 2.746 -1.120 0.150
H 1.884 1.790 -2.140 0.143
H -0.185 -1.481 -1.441 0.074
H 1.420 -1.435 -0.588 0.089
H 0.065 -2.421 -0.044 0.088
H -2.103 -1.264 0.713 0.090
H -2.078 -0.098 -0.621 0.085
H -2.106 0.465 1.055 0.090
H -0.003 -1.599 2.165 0.084
H -0.065 0.104 2.570 0.081
H 1.420 -0.582 1.890 0.089
```

Its multiplicity is 1. The value obtained for the HOMO energy is -0.3713 Ha. Its HOMO-LUMO gap is 10.32 eV.

Run two
The following is a quantum chemistry calculation of a structure of composition C6H11NO2, from the OMol25 dataset.

The geometry in XYZ format:
```
20
Properties=species:S:1:pos:R:3:lowdin_charge:R:1
C 0.753 0.840 1.628 -0.018
C 0.754 0.292 0.235 -0.353
N 1.411 0.979 -0.718 0.163
C 0.695 -1.199 0.103 -0.292
O 1.196 -1.584 -1.174 -0.026
H 0.741 -2.393 -1.440 0.103
H 1.423 1.986 -0.667 0.124
H 1.632 0.480 -1.570 0.112
H 1.231 -1.723 0.904 0.160
H 1.745 0.678 2.063 0.102
H 0.543 1.911 1.634 0.093
H 0.023 0.296 2.230 0.090
C -0.832 -1.399 0.272 -0.385
C -1.336 0.461 -0.105 -0.119
C -1.742 0.902 -1.295 -0.033
O -1.282 -1.718 1.395 -0.050
H -1.284 -1.781 -0.665 0.137
H -1.840 0.802 0.798 0.085
H -1.278 0.557 -2.217 0.057
H -2.554 1.614 -1.411 0.050
```

Its multiplicity is 1. The value obtained for the HOMO energy (alpha / beta) is -0.2998 / -0.2998 Ha. Its HOMO-LUMO gap (alpha / beta) is 8.26 / 8.26 eV.

Which structure wins on stability? run one wins.

Run one
The following is a quantum chemistry calculation of a cluster of 2 separate species, BH4NO in total, from the OMol25 dataset.

The geometry in XYZ format:
```
7
Properties=species:S:1:pos:R:3:lowdin_charge:R:1
B -0.336 -0.075 0.063 -0.538
N 0.939 -0.595 -0.021 0.172
O -1.567 -0.499 0.033 0.175
H 0.166 2.686 -0.005 -0.056
H 1.779 -0.130 -0.296 0.068
H 1.336 -1.410 0.410 0.080
H -2.318 0.022 -0.184 0.098
```

Its multiplicity is 1. The value obtained for the HOMO energy (alpha / beta) is -0.2520 / -0.3181 Ha. Its HOMO-LUMO gap (alpha / beta) is 7.07 / 8.85 eV.

Run two
The following is a quantum chemistry calculation of the molecule BH4NO, from the OMol25 dataset.

The geometry in XYZ format:
```
7
Properties=species:S:1:pos:R:3:lowdin_charge:R:1
B 0.102 0.143 -0.437 -0.522
N -0.710 -0.543 0.431 0.135
O 1.051 0.890 0.245 0.073
H -0.218 0.023 -1.667 0.088
H -1.429 -1.240 0.225 0.082
H -0.509 -0.675 1.402 0.073
H 1.713 1.403 -0.200 0.071
```

Its multiplicity is 1. The value obtained for the HOMO energy is -0.3751 Ha. Its HOMO-LUMO gap is 10.94 eV.

Which structure wins on stability? run two wins.